Record 1
Formula: C12H31ClIO2P2Ti
Source: the Open Molecules 2025 dataset
Level of theory: ωB97M-V/def2-TZVPD

The spin multiplicity is 1. The highest occupied orbital energy is -18.52 eV. For the energy above the lowest of the compared OMol25 structures with the same formula, charge and spin, the calculation gives 0.000 eV. The calculation puts the total energy at -2915.33418 Eh. The value obtained for the largest force on an atom is 6.49 eV/Å. As for the total charge: +3.

XYZ file:
```
50
Properties=species:S:1:pos:R:3:forces:R:3:lowdin_charge:R:1
C 3.098377 1.704737 -4.516807 -1.13 0.12 0.73 0.087
C 3.433849 0.853969 -3.356471 5.55 -3.15 1.16 0.105
H 3.955450 1.854376 -5.200527 0.18 -0.45 0.60 0.164
H 2.750529 2.678870 -4.142516 0.05 -0.13 -0.05 0.132
H 2.270261 1.227681 -5.057561 0.06 0.00 0.05 0.133
O 4.097246 0.153848 -2.696548 -4.43 3.72 -2.85 0.368
I -1.270505 2.382645 -2.535699 1.12 -0.18 -0.33 0.565
Ti -0.724770 0.714434 -0.752621 -3.17 -0.31 1.66 0.131
P -0.542385 -1.711117 -1.612404 -0.86 -1.81 -0.73 0.776
C -0.017334 -3.249823 -0.755109 0.55 0.31 0.61 -0.217
C -2.326257 -2.136367 -1.764281 -0.16 0.48 0.00 -0.245
H -2.379022 -3.095131 -2.303520 -0.01 0.35 0.14 0.081
H -0.345161 -3.023278 -3.642015 0.14 0.38 0.18 0.080
H -2.858537 -1.346154 -2.306705 -0.04 -0.35 0.06 0.042
H -0.198723 -1.264521 -3.990102 0.03 -0.29 0.08 0.049
H -0.427507 -3.306117 0.262771 0.12 -0.04 -0.51 0.040
H -2.775216 -2.248310 -0.765364 0.16 0.09 -0.47 0.038
C 0.084083 -2.068038 -3.296745 0.27 0.53 -0.09 -0.243
H -0.396265 -4.115557 -1.320139 0.07 0.45 -0.03 0.087
H 1.180375 -2.161472 -3.270592 -0.31 -0.02 -0.06 0.051
H 1.077282 -3.303659 -0.711428 -0.23 -0.11 0.10 0.069
P 0.676971 2.268369 0.677669 0.09 1.47 1.30 0.745
C 1.702402 1.808239 2.111688 0.33 -0.81 -0.16 -0.209
C 1.617570 3.712732 0.053646 -0.02 -0.26 -0.55 -0.236
H -1.467236 3.452574 0.857781 0.13 0.05 0.32 0.053
H -0.272628 3.887975 2.148325 -0.26 -0.22 -0.20 0.081
H -1.198017 2.345999 2.246410 0.16 0.31 -0.24 0.057
C -0.720826 3.068029 1.565190 -0.32 -0.26 -0.29 -0.216
H 1.141881 4.128437 -0.844392 0.14 0.02 0.30 0.035
H 1.654643 4.473675 0.851650 -0.03 -0.34 -0.30 0.082
H 1.743114 2.662272 2.804507 -0.08 -0.17 -0.33 0.090
H 2.719921 1.575283 1.772510 -0.17 0.04 0.19 0.070
H 2.643390 3.399016 -0.188020 -0.25 0.17 0.07 0.055
H 1.296189 0.934330 2.636554 0.19 0.45 -0.19 0.016
Cl -3.090891 0.880216 -0.419431 2.04 -0.39 -0.19 0.171
C 0.218852 -1.163831 3.484127 0.48 -0.62 0.40 -0.053
C 0.195330 -1.237059 1.963031 0.49 -0.72 0.29 -0.253
O -0.769371 -0.337249 1.370070 0.02 0.67 -0.83 -0.366
C -1.987230 -0.336480 2.174284 -0.66 0.89 -0.01 -0.299
C -2.674125 -1.664251 2.157331 -0.34 -0.33 0.77 -0.033
H 0.300138 -0.145352 3.878699 -0.08 -0.26 -0.02 0.086
H 1.089770 -1.733000 3.854054 -0.20 0.28 -0.27 0.118
H -0.650065 -1.675729 3.931647 0.42 0.43 -0.18 0.092
H 1.172653 -1.032938 1.508776 -0.15 0.24 0.11 0.122
H -0.054634 -2.261627 1.667034 -0.04 0.32 0.21 0.091
H -1.728788 0.000668 3.176313 0.01 -0.17 -0.05 0.121
H -2.620095 0.442706 1.758302 0.18 -0.25 0.09 0.020
H -2.280521 -2.325772 2.936361 -0.07 -0.09 -0.33 0.093
H -3.727183 -1.510317 2.408145 0.05 -0.06 -0.13 0.116
H -2.616985 -2.157931 1.192119 -0.03 0.01 -0.04 0.059
```
Forces are in eV/Å.

***

Record 2
Formula: C12H32AsF12N2O7PPb
Source: the Open Molecules 2025 dataset
Level of theory: ωB97M-V/def2-TZVPD

The spin multiplicity is 1. The highest occupied orbital energy is -1.32 eV. For the energy above the lowest of the compared OMol25 structures with the same formula, charge and spin, the calculation gives 0.436 eV. The calculation puts the total energy at -5081.38809 Eh. The value obtained for the largest force on an atom is 4.30 eV/Å. As for the total charge: -2.

XYZ file:
```
68
Properties=species:S:1:pos:R:3:forces:R:3:lowdin_charge:R:1
Pb 2.547363 19.128523 -28.419063 2.57 -0.57 3.40 1.503
O 3.241204 20.993404 -26.930922 -0.96 -0.24 -0.63 -0.508
H 3.402003 21.828980 -27.378471 0.08 0.03 -0.07 -0.134
O 4.381295 18.469908 -26.914145 -0.54 0.06 -0.64 -0.538
H 5.050235 17.826313 -27.171312 -0.14 -0.11 -0.18 -0.136
As 5.114096 20.439598 -31.378661 1.36 0.30 0.79 0.836
F 4.041662 21.727488 -31.918949 0.05 -0.57 0.34 -0.260
F 5.576407 21.412073 -29.967459 -0.71 -0.61 -1.13 -0.258
F 6.295125 19.239769 -30.842087 -0.92 0.31 -0.42 -0.263
F 4.648258 19.469612 -32.773605 0.13 0.14 0.53 -0.264
F 6.387687 21.155120 -32.344806 -0.31 -0.01 0.17 -0.281
F 3.799301 19.623458 -30.457101 1.37 1.01 -1.35 -0.378
P 0.509390 15.834162 -26.921535 0.86 1.15 1.16 0.169
F 1.729799 16.950544 -26.943241 -0.83 -0.92 -0.08 -0.241
F 1.172441 15.148465 -25.623611 -0.06 -0.28 -0.05 -0.159
F -0.312941 16.840167 -25.923374 -0.29 0.10 -0.03 -0.191
F -0.745267 14.809561 -26.861653 0.25 -0.39 -0.15 -0.175
F -0.183261 16.546986 -28.186717 0.03 0.22 -0.46 -0.155
F 1.375852 14.876581 -27.879745 -0.36 -0.24 -0.20 -0.150
C -1.984858 19.919984 -27.769666 -0.57 0.71 0.20 -0.068
C -0.523679 19.892822 -28.280278 -1.36 -0.22 0.73 -0.435
C -0.061691 21.190165 -28.907752 0.32 0.68 0.92 -0.187
O 1.312380 21.136417 -29.302967 -1.58 0.34 -0.66 -0.365
C 1.928504 22.393225 -29.462390 0.31 -0.02 -0.37 -0.119
N 0.315791 19.558922 -27.119194 -0.61 0.15 -0.35 -0.009
H -2.171297 19.042521 -27.148139 0.20 -0.22 -0.20 0.074
H -2.783657 19.923026 -28.519766 0.28 0.06 -0.30 0.068
H -2.200714 20.759399 -27.097220 0.25 0.19 -0.10 0.072
H -0.599998 19.089925 -29.016096 1.06 -0.13 0.04 0.097
H -0.115328 21.958876 -28.123959 -0.08 0.04 0.17 0.124
H -0.785959 21.534121 -29.655083 0.38 -0.20 -0.63 0.129
H 1.587808 22.866034 -30.391451 -0.29 0.27 0.19 0.087
H 2.995643 22.233800 -29.607210 0.00 -0.21 0.16 0.068
H 1.799040 23.012402 -28.572071 -0.19 0.11 -0.08 0.090
H -0.222809 18.899866 -26.570993 0.52 -0.49 0.15 0.053
H 0.436993 20.380257 -26.530416 0.36 0.08 -0.19 0.091
C 5.608240 15.590103 -30.011276 0.36 0.34 0.50 -0.059
C 4.481500 16.563565 -30.323851 0.53 0.40 0.00 -0.422
C 3.834155 16.272717 -31.681229 -0.70 0.64 0.94 -0.158
O 2.835108 15.244592 -31.482226 0.76 0.04 -0.77 -0.189
C 2.438895 14.701987 -32.706737 0.20 0.09 -0.81 -0.143
N 3.502414 16.605297 -29.236655 -0.53 -1.82 -0.83 -0.002
H 6.456653 15.744823 -30.683232 -0.09 -0.35 -0.17 0.073
H 5.277124 14.550717 -29.945550 -0.03 -0.03 -0.42 0.078
H 5.981911 15.829233 -29.011313 0.06 0.08 -0.01 0.074
H 4.892403 17.573822 -30.369781 0.30 -0.28 -0.27 0.091
H 4.599450 16.062321 -32.433545 0.00 -0.70 0.06 0.125
H 3.348534 17.177669 -32.060054 -0.30 0.02 0.11 0.110
H 3.249585 14.157934 -33.212894 0.15 -0.16 0.26 0.080
H 2.173566 15.481760 -33.433825 -0.30 0.14 0.16 0.088
H 1.598656 14.015864 -32.602826 -0.04 0.11 0.35 0.081
H 3.910633 16.132062 -28.434020 0.12 0.77 0.42 0.070
H 2.853594 15.864237 -29.512384 -0.61 0.44 0.25 0.058
C -1.883123 16.659928 -30.575412 -0.41 -0.23 -0.46 -0.063
C -0.625157 16.256994 -31.346385 0.02 0.99 1.66 -0.186
O -0.271619 17.305306 -32.258297 -0.80 -0.58 -1.27 0.031
C 0.498984 18.297107 -31.849032 0.89 0.16 0.46 -0.602
O 1.006716 18.428654 -30.768041 -0.41 -0.25 -0.01 0.054
O 0.677014 19.117672 -32.868288 -1.16 -0.06 -1.49 0.013
C 1.540560 20.220516 -32.759666 1.88 0.07 1.48 -0.051
H -1.726086 17.422228 -29.819763 0.20 -0.02 0.01 0.049
H -2.351984 15.793303 -30.106195 0.31 -0.04 0.23 0.079
H -2.635492 17.015728 -31.287319 0.11 0.14 -0.09 0.074
H -0.846399 15.325795 -31.860543 0.44 0.22 -0.58 0.116
H 0.238723 16.179406 -30.684844 -0.21 -0.56 0.19 0.110
H 2.455106 19.895336 -32.255924 -0.27 0.00 -0.14 0.044
H 1.178674 21.018930 -32.109099 -0.48 -0.01 -0.31 0.090
H 1.876161 20.565944 -33.733226 -0.61 -0.07 -0.18 0.099
```
Forces are in eV/Å.

***

Question: Which value of total charge does entry 2 give?
Answer: -2